17 unconnected molecules or ions with the total composition C40H124N10O17, computed with ωB97M-V/def2-TZVPD.

Each atom is followed by the atoms it is bonded to, with distances in Å.
Positions of all 191 atoms, in Å:
1 C 1.16094 6.11337 2.73619  C2 1.597, H7 1.090, H8 1.090, H9 1.090
2 C 0.53033 6.73348 1.40626  C1 1.597, C3 1.560, N6 1.413, H10 1.090
3 C 1.54804 7.34409 0.39396  C2 1.560, O4 1.412, H11 1.090, H12 1.090
4 O 0.82071 8.29929 -0.34944  C3 1.412, C5 1.384
5 C 1.53138 8.93929 -1.35024  O4 1.384, H13 1.090, H14 1.090, H15 1.090
6 N -0.34976 5.75574 0.89106  C2 1.413, H16 1.010, H17 1.010
7 H 1.77475 6.80305 3.31556  C1 1.090
8 H 1.93464 5.35226 2.63520  C1 1.090
9 H 0.31822 5.78697 3.34561  C1 1.090
10 H -0.06504 7.54083 1.83267  C2 1.090
11 H 2.01785 6.58600 -0.23269  C3 1.090
12 H 2.46371 7.72188 0.84884  C3 1.090
13 H 2.31679 9.62219 -1.02640  C5 1.090
14 H 0.95457 9.66695 -1.92112  C5 1.090
15 H 2.00004 8.32684 -2.12054  C5 1.090
16 H -0.87562 6.15704 0.12783  N6 1.010
17 H -1.03168 5.60957 1.62163  N6 1.010
18 C 3.82221 5.30555 -3.47943  C19 1.578, H24 1.090, H25 1.090, H26 1.090
19 C 2.30279 5.30308 -3.90580  C18 1.578, C20 1.539, N23 1.435, H27 1.090
20 C 1.34780 5.07174 -2.72113  C19 1.539, O21 1.409, H28 1.090, H29 1.090
21 O 1.76417 3.98667 -1.92438  C20 1.409, C22 1.417
22 C 1.32200 2.68099 -2.25093  O21 1.417, H30 1.090, H31 1.090, H32 1.090
23 N 1.93456 6.52653 -4.55942  C19 1.435, H33 1.010, H34 1.010
24 H 4.40777 5.04536 -4.36121  C18 1.090
25 H 4.18993 4.57032 -2.76368  C18 1.090
26 H 4.29276 6.25328 -3.21771  C18 1.090
27 H 2.13158 4.45542 -4.56932  C19 1.090
28 H 0.32721 4.99882 -3.09685  C20 1.090
29 H 1.34962 5.92165 -2.03868  C20 1.090
30 H 1.43394 2.31446 -3.27133  C22 1.090
31 H 0.23461 2.71852 -2.18541  C22 1.090
32 H 1.81927 1.94447 -1.61977  C22 1.090
33 H 2.51897 6.85609 -5.31437  N23 1.010
34 H 1.01947 6.43871 -4.97775  N23 1.010
35 C 0.03522 0.46839 -4.63094  C36 1.511, H41 1.090, H42 1.090, H43 1.090
36 C 0.46947 -0.92953 -4.25447  C35 1.511, C37 1.589, N40 1.425, H44 1.090
37 C 1.58282 -1.57754 -5.18499  C36 1.589, O38 1.475, H45 1.090, H46 1.090
38 O 2.10458 -2.90096 -4.79395  C37 1.475, C39 1.443
39 C 3.48679 -3.30147 -4.89950  O38 1.443, H47 1.090, H48 1.090, H49 1.090
40 N 0.86959 -0.95499 -2.88690  C36 1.425, H50 1.010, H51 1.010
41 H 0.91320 1.09474 -4.78882  C35 1.090
42 H -0.47514 0.92974 -3.78548  C35 1.090
43 H -0.54836 0.28449 -5.53300  C35 1.090
44 H -0.38670 -1.60255 -4.30045  C36 1.090
45 H 2.45465 -0.93414 -5.30353  C37 1.090
46 H 1.11955 -1.74391 -6.15752  C37 1.090
47 H 3.55459 -4.37478 -4.72196  C39 1.090
48 H 4.09544 -3.03433 -4.03562  C39 1.090
49 H 4.01500 -3.21066 -5.84863  C39 1.090
50 H 0.02914 -0.77908 -2.35511  N40 1.010
51 H 1.13096 -1.92472 -2.78004  N40 1.010
52 C -2.24506 -3.31806 -1.57441  C53 1.633, H58 1.090, H59 1.090, H60 1.090
53 C -2.78673 -4.48594 -2.57855  C52 1.633, C54 1.476, N57 1.491, H61 1.090
54 C -2.29200 -4.62993 -3.96187  C53 1.476, O55 1.387, H62 1.090, H63 1.090
55 O -3.06251 -3.76830 -4.72895  C54 1.387, C56 1.422
56 C -2.91157 -4.12315 -6.09769  O55 1.422, H64 1.090, H65 1.090, H66 1.090
57 N -2.14935 -5.68622 -1.96468  C53 1.491, H67 1.010, H68 1.010
58 H -2.45081 -2.38174 -2.09312  C52 1.090
59 H -1.23105 -3.36443 -1.17725  C52 1.090
60 H -2.97979 -3.36028 -0.77036  C52 1.090
61 H -3.87196 -4.58031 -2.61684  C53 1.090
62 H -2.41019 -5.61135 -4.42115  C54 1.090
63 H -1.26949 -4.36582 -4.23173  C54 1.090
64 H -3.12913 -3.38013 -6.86496  C56 1.090
65 H -3.55024 -4.96113 -6.37697  C56 1.090
66 H -1.91290 -4.47580 -6.35538  C56 1.090
67 H -2.49098 -5.88247 -1.03470  N57 1.010
68 H -2.55581 -6.44961 -2.48634  N57 1.010
69 C -2.01693 1.14585 -0.63704  C70 1.518, H75 1.090, H76 1.090, H77 1.090
70 C -1.63389 1.30117 0.82380  C69 1.518, C71 1.542, N74 1.506, H78 1.090
71 C -0.49005 0.34736 1.22168  C70 1.542, O72 1.405, H79 1.090, H80 1.090
72 O -1.00369 -0.94486 1.02132  C71 1.405, C73 1.408
73 C 0.05251 -1.87533 1.02224  O72 1.408, H81 1.090, H82 1.090, H83 1.090
74 N -1.13813 2.71653 0.96409  C70 1.506, H84 1.010, H85 1.010
75 H -1.56575 1.91789 -1.26033  C69 1.090
76 H -3.09206 1.16607 -0.81536  C69 1.090
77 H -1.83694 0.13573 -1.00495  C69 1.090
78 H -2.42111 1.13329 1.55879  C70 1.090
79 H -0.34169 0.40216 2.30015  C71 1.090
80 H 0.41928 0.67517 0.71793  C71 1.090
81 H 0.69166 -1.80176 0.14237  C73 1.090
82 H -0.33932 -2.88028 1.17926  C73 1.090
83 H 0.68577 -1.85286 1.90913  C73 1.090
84 H -0.41309 2.72367 0.26098  N74 1.010
85 H -1.76942 3.40256 0.57560  N74 1.010
86 C 3.93870 -1.48852 -0.83305  C87 1.493, H92 1.090, H93 1.090, H94 1.090
87 C 5.37205 -1.10866 -1.00955  C86 1.493, C88 1.567, N91 1.403, H95 1.090
88 C 5.67592 0.32494 -0.45588  C87 1.567, O89 1.442, H96 1.090, H97 1.090
89 O 5.59233 0.56655 0.96353  C88 1.442, C90 1.437
90 C 5.19505 1.88228 1.38135  O89 1.437, H98 1.090, H99 1.090, H100 1.090
91 N 6.28512 -1.99994 -0.42610  C87 1.403, H101 1.010, H102 1.010
92 H 3.67357 -1.61772 0.21629  C86 1.090
93 H 3.71492 -2.43398 -1.32714  C86 1.090
94 H 3.23384 -0.76436 -1.24155  C86 1.090
95 H 5.52533 -1.09960 -2.08868  C87 1.090
96 H 4.97994 0.99559 -0.95981  C88 1.090
97 H 6.60739 0.66719 -0.90682  C88 1.090
98 H 5.95940 2.64480 1.23152  C90 1.090
99 H 5.00806 1.88278 2.45519  C90 1.090
100 H 4.20297 2.11579 0.99490  C90 1.090
101 H 6.32074 -1.96370 0.58262  N91 1.010
102 H 7.22974 -1.80821 -0.72783  N91 1.010
103 C -1.83057 -5.27952 1.83473  C104 1.544, H109 1.090, H110 1.090, H111 1.090
104 C -2.28377 -6.66401 1.32220  C103 1.544, C105 1.563, N108 1.469, H112 1.090
105 C -2.47617 -7.67873 2.49471  C104 1.563, O106 1.365, H113 1.090, H114 1.090
106 O -2.60269 -8.93495 1.97707  C105 1.365, C107 1.428
107 C -3.34206 -9.86087 2.77390  O106 1.428, H115 1.090, H116 1.090, H117 1.090
108 N -3.44686 -6.54391 0.43287  C104 1.469, H118 1.010, H119 1.010
109 H -0.96542 -5.34699 2.49432  C103 1.090
110 H -2.64610 -4.95181 2.47942  C103 1.090
111 H -1.72072 -4.50235 1.07840  C103 1.090
112 H -1.48027 -7.02037 0.67760  C104 1.090
113 H -3.29072 -7.24222 3.07269  C105 1.090
114 H -1.65619 -7.80005 3.20254  C105 1.090
115 H -3.32912 -9.94695 3.86042  C107 1.090
116 H -3.27022 -10.84371 2.30811  C107 1.090
117 H -4.40355 -9.63024 2.68362  C107 1.090
118 H -3.77628 -7.47950 0.24245  N108 1.010
119 H -4.25265 -6.08918 0.83786  N108 1.010
120 C 1.44894 1.33189 5.17125  C121 1.494, H126 1.090, H127 1.090, H128 1.090
121 C 1.97472 0.27843 6.09057  C120 1.494, C122 1.543, N125 1.513, H129 1.090
122 C 0.81486 -0.63240 6.54460  C121 1.543, O123 1.419, H130 1.090, H131 1.090
123 O 1.43264 -1.66722 7.29439  C122 1.419, C124 1.422
124 C 1.73487 -1.45614 8.66799  O123 1.422, H132 1.090, H133 1.090, H134 1.090
125 N 3.04024 -0.41076 5.26753  C121 1.513, H135 1.010, H136 1.010
126 H 2.13222 2.15735 4.97164  C120 1.090
127 H 0.52744 1.76504 5.56023  C120 1.090
128 H 1.25013 0.83903 4.21959  C120 1.090
129 H 2.42054 0.75230 6.96509  C121 1.090
130 H 0.30613 -1.14519 5.72830  C122 1.090
131 H 0.08891 -0.02580 7.08601  C122 1.090
132 H 2.38789 -0.63845 8.97304  C124 1.090
133 H 2.26395 -2.33306 9.04106  C124 1.090
134 H 0.97579 -1.28919 9.43221  C124 1.090
135 H 2.73953 -0.63384 4.32949  N125 1.010
136 H 3.19372 -1.29748 5.72609  N125 1.010
137 C 2.57249 -4.50153 2.70834  C138 1.566, H143 1.090, H144 1.090, H145 1.090
138 C 1.91619 -4.57835 4.12786  C137 1.566, C139 1.505, N142 1.486, H146 1.090
139 C 2.76317 -5.28059 5.15518  C138 1.505, O140 1.439, H147 1.090, H148 1.090
140 O 2.13038 -5.83736 6.32120  C139 1.439, C141 1.466
141 C 2.70645 -7.10549 6.77881  O140 1.466, H149 1.090, H150 1.090, H151 1.090
142 N 1.69296 -3.14411 4.44519  C138 1.486, H152 1.010, H153 1.010
143 H 3.45196 -3.88815 2.51241  C137 1.090
144 H 1.88976 -4.21571 1.90816  C137 1.090
145 H 2.85216 -5.51061 2.40563  C137 1.090
146 H 1.00197 -5.16962 4.17996  C138 1.090
147 H 3.64224 -4.69561 5.42563  C139 1.090
148 H 3.18755 -6.13898 4.63446  C139 1.090
149 H 3.63681 -7.00402 7.33760  C141 1.090
150 H 2.85040 -7.84944 5.99528  C141 1.090
151 H 1.97869 -7.52444 7.47375  C141 1.090
152 H 1.82894 -2.50707 3.67332  N142 1.010
153 H 0.75264 -3.06856 4.80602  N142 1.010
154 C -2.35430 3.87154 -3.17330  C155 1.490, H160 1.090, H161 1.090, H162 1.090
155 C -3.65216 4.47616 -3.58405  C154 1.490, C156 1.510, N159 1.451, H163 1.090
156 C -4.49639 3.67672 -4.54788  C155 1.510, O157 1.446, H164 1.090, H165 1.090
157 O -5.83220 4.19665 -4.73817  C156 1.446, C158 1.463
158 C -6.56212 3.39325 -5.71971  O157 1.463, H166 1.090, H167 1.090, H168 1.090
159 N -4.52396 4.73136 -2.45249  C155 1.451, H169 1.010, H170 1.010
160 H -1.86916 4.48491 -2.41401  C154 1.090
161 H -1.80074 3.66266 -4.08874  C154 1.090
162 H -2.50612 2.89685 -2.70960  C154 1.090
163 H -3.46996 5.44553 -4.04798  C155 1.090
164 H -4.54375 2.63854 -4.21916  C156 1.090
165 H -3.91202 3.65884 -5.46781  C156 1.090
166 H -6.54681 2.37530 -5.33028  C158 1.090
167 H -6.10624 3.50210 -6.70380  C158 1.090
168 H -7.54554 3.85811 -5.64978  C158 1.090
169 H -5.38596 5.12899 -2.79740  N159 1.010
170 H -4.70273 3.76988 -2.20009  N159 1.010
171 O -2.00061 3.81033 3.52964  H172 0.957, H173 0.957
172 H -2.02954 2.98255 4.00941  O171 0.957
173 H -1.56204 3.59539 2.70642  O171 0.957
174 O -5.55310 0.36258 2.90682  H175 0.957, H176 0.957
175 H -5.46045 0.81684 3.74426  O174 0.957
176 H -5.06863 0.90513 2.28461  O174 0.957
177 O 1.75060 -3.79975 -1.65828  H178 0.957, H179 0.957
178 H 1.10168 -4.35064 -1.22050  O177 0.957
179 H 1.45293 -3.75416 -2.56687  O177 0.957
180 O -5.66063 2.01805 -1.14669  H181 0.957, H182 0.957
181 H -5.17999 1.88256 -0.33008  O180 0.957
182 H -6.37004 2.61599 -0.91124  O180 0.957
183 O -4.81841 2.87065 1.51856  H184 0.957, H185 0.957
184 H -5.48971 3.54977 1.58476  O183 0.957
185 H -3.99644 3.32750 1.69712  O183 0.957
186 O 1.84335 3.95488 0.60911  H187 0.957, H188 0.957
187 H 2.15219 4.02538 -0.29415  O186 0.957
188 H 1.10091 4.55718 0.65659  O186 0.957
189 O -3.05704 4.78991 0.08818  H190 0.957, H191 0.957
190 H -3.49248 5.48512 0.58143  O189 0.957
191 H -3.38798 4.88581 -0.80485  O189 0.957

Results
* ⟨S²⟩: 0.75
* gap between HOMO and LUMO (alpha / beta): 1.50 / 8.67 eV
* HOMO level (alpha / beta): 0.36 / -6.82 eV
* spin multiplicity: 2
* net charge: -1
* LUMO (alpha / beta): 1.85 / 1.85 eV
* calculated total energy: -93188.9384 eV